Entry 1:
{"formula": "C4H9N3S", "method": "the ωB97M-V functional and the def2-TZVPD basis", "energy_ev": -19594.8322, "homo_energy_ha": -0.30732, "lumo_ev": 0.728, "gap_ev": 9.09, "relative_energy_kcal_mol": 110.78, "symbols": ["C", "C", "C", "C", "N", "N", "N", "S", "H", "H", "H", "H", "H", "H", "H", "H", "H"], "coordinates": [[-1.725453, -0.589862, 0.655450], [1.798524, -0.654040, -1.060287], [2.094964, 1.164980, 0.685321], [1.834751, -0.076942, 0.392495], [-1.510325, 0.298557, -0.347499], [-3.080323, -0.026901, 0.908404], [-2.917326, 0.538635, -0.434640], [-0.562893, -1.472275, 1.390788], [1.966038, 0.030744, -1.978742], [2.556866, -1.461616, -1.091896], [0.861241, -1.103409, -1.085393], [2.229548, 1.481339, 1.708124], [-0.882724, 0.209298, -1.105936], [2.162802, 1.907973, -0.055807], [1.969300, -0.968581, 1.034540], [-3.739106, -0.857203, 0.986454], [-3.055885, 1.579305, -0.601384]], "forces_ev_per_angstrom": [[1.4, 1.7, 1.6], [1.8, 1.6, 0.2], [-0.1, 0.3, 1.5], [1.9, -2.4, -2.3], [-1.8, -0.6, 1.3], [1.7, -2.0, -0.4], [-1.1, 1.5, -2.3], [-1.6, -0.8, 0.2], [-0.3, -0.8, 1.8], [-0.4, 0.4, -0.2], [-1.7, -1.1, -0.7], [0.1, 0.1, 0.2], [0.4, -0.2, -1.0], [-0.1, 0.8, -0.9], [-0.4, 1.3, 0.3], [0.5, 1.6, -0.7], [-0.2, -1.5, 1.4]], "mulliken_charge": [0.18, -0.85, -0.78, -0.13, 0.01, -0.23, -0.39, -0.32, 0.28, 0.28, 0.24, 0.25, 0.23, 0.27, 0.39, 0.32, 0.25]}

***

Entry 2:
{"formula": "H42HgO21", "method": "the ωB97M-V functional and the def2-TZVPD basis", "energy_ev": -47841.2431, "homo_energy_ha": -0.57532, "lumo_ev": -5.611, "gap_ev": 10.04, "charge": 2, "symbols": ["Hg", "O", "H", "H", "O", "H", "H", "O", "H", "H", "O", "H", "H", "O", "H", "H", "O", "H", "H", "O", "H", "H", "O", "H", "H", "O", "H", "H", "O", "H", "H", "O", "H", "H", "O", "H", "H", "O", "H", "H", "O", "H", "H", "O", "H", "H", "O", "H", "H", "O", "H", "H", "O", "H", "H", "O", "H", "H", "O", "H", "H", "O", "H", "H"], "coordinates": [[-0.125726, 0.199041, -0.078684], [0.942550, 2.337702, 0.105078], [0.446601, 3.067795, -0.265389], [1.471716, 2.733831, 0.797397], [3.345023, 3.479126, -1.450154], [2.603991, 3.964668, -1.812576], [2.944506, 2.767354, -0.950951], [-4.287298, 1.962001, 0.649287], [-5.052505, 1.661325, 1.139488], [-4.345806, 2.917052, 0.675137], [-1.561780, 1.428585, 1.308572], [-1.565425, 1.714292, 2.222135], [-2.478251, 1.480507, 1.037235], [1.360425, 0.337704, 1.977693], [1.048787, 0.415311, 2.879413], [2.307949, 0.458285, 2.040038], [0.528641, -2.187005, -4.225171], [0.688486, -3.033450, -4.642557], [1.241504, -1.628296, -4.534846], [1.415225, -3.531371, -1.753343], [1.387389, -4.481364, -1.639406], [1.829295, -3.404060, -2.606902], [-1.615303, -1.231400, 1.390348], [-1.871712, -1.112514, 2.304865], [-1.309393, -2.137144, 1.342668], [-0.381183, -4.180411, 0.780109], [0.517736, -4.087961, 1.095752], [-0.491589, -5.121178, 0.642293], [4.410820, 0.228198, 1.438322], [5.301514, 0.122240, 1.772492], [4.144654, 1.098072, 1.736172], [-1.338974, 2.667694, 4.015367], [-0.797014, 2.156180, 4.616086], [-2.191327, 2.721334, 4.447610], [-0.924738, -1.579660, -1.502551], [-0.495605, -2.030628, -2.229668], [-1.543726, -2.221239, -1.154028], [-0.093743, 4.500971, -1.021128], [0.607639, 4.731493, -1.630356], [-0.728039, 5.212930, -1.104913], [-1.249509, -0.241627, -4.986324], [-1.752371, -1.029084, -5.194342], [-0.365222, -0.561723, -4.807995], [1.245364, 0.384117, -2.020139], [2.131118, 0.365966, -1.657724], [1.363109, 0.195523, -2.951165], [-1.683857, 1.118919, -1.603399], [-1.225444, 1.071633, -2.442362], [-2.605670, 1.223249, -1.839154], [-4.313278, -1.447497, 0.322241], [-4.216219, -0.686716, -0.250485], [-3.862596, -1.199294, 1.129405], [1.298806, -2.774822, 3.264640], [2.072711, -3.018520, 2.756780], [1.535818, -1.945802, 3.680320], [1.241889, -1.739436, 0.191269], [1.584860, -2.460790, -0.336244], [2.004710, -1.401321, 0.660324], [3.920494, 0.128876, -1.198327], [4.516329, 0.788733, -1.553015], [4.210852, 0.004253, -0.294780], [-3.608588, 0.507414, 3.483555], [-4.379892, -0.059367, 3.491941], [-3.208728, 0.381305, 4.344048]], "forces_ev_per_angstrom": [[-0.7, -0.4, 0.4], [0.9, -0.6, 0.0], [-0.8, 0.8, -0.4], [-0.1, 0.0, 0.4], [0.4, 0.0, 0.0], [0.0, 0.1, -0.2], [-0.3, -0.2, 0.0], [0.4, -0.2, -0.2], [-0.3, -0.2, 0.2], [0.0, 0.4, -0.1], [0.5, 0.2, -0.3], [0.2, 0.3, 0.7], [-0.9, 0.0, -0.3], [0.1, 0.1, 0.2], [-0.3, 0.0, 0.2], [0.4, -0.2, 0.0], [0.2, 0.0, 0.5], [-0.1, -0.3, -0.4], [0.5, 0.0, -0.3], [0.0, -0.1, 0.1], [-0.1, -0.4, 0.1], [0.2, 0.2, -0.2], [0.2, -0.1, -0.2], [-0.1, 0.4, 0.4], [0.3, -0.8, -0.1], [-0.1, 0.3, -0.3], [0.1, 0.2, 0.3], [-0.3, -0.3, 0.1], [-0.5, -0.2, 0.2], [0.4, -0.2, 0.2], [0.3, 0.5, 0.0], [0.2, -0.3, -0.5], [0.2, 0.0, 0.3], [-0.4, 0.2, 0.1], [-0.5, 0.1, 0.0], [0.6, -0.1, -0.4], [-0.4, -0.2, 0.3], [0.1, -0.1, -0.1], [0.1, 0.2, -0.2], [-0.3, 0.2, 0.1], [-0.1, 0.9, 0.2], [-0.1, -0.2, -0.1], [-0.3, -0.2, -0.2], [-0.5, 0.3, -0.4], [1.2, 0.0, 0.3], [-0.2, -0.1, -0.2], [0.1, 0.5, 0.0], [0.1, -0.1, -0.5], [-0.4, 0.0, 0.2], [-0.3, -0.2, -0.1], [0.0, 0.2, -0.2], [0.3, 0.0, 0.1], [-0.3, -0.1, -0.1], [0.3, -0.1, 0.0], [0.1, 0.1, 0.2], [0.4, 0.6, 1.0], [-0.2, -0.5, -1.2], [0.2, 0.1, 0.4], [-0.7, 0.0, -0.7], [0.2, 0.3, -0.3], [0.2, -0.1, 0.6], [0.3, 0.0, -0.3], [-0.4, -0.2, 0.1], [0.0, -0.1, 0.3]], "mulliken_charge": [1.95, -0.43, 0.26, 0.23, -0.61, 0.29, 0.32, -0.57, 0.29, 0.26, -0.15, 0.11, 0.11, -0.33, 0.18, 0.09, -0.69, 0.29, 0.33, -0.49, 0.23, 0.25, -0.29, 0.19, 0.16, -0.58, 0.22, 0.29, -0.65, 0.27, 0.30, -0.62, 0.30, 0.29, -0.31, 0.14, 0.23, -0.53, 0.24, 0.26, -0.61, 0.29, 0.32, -0.40, 0.20, 0.14, -0.40, 0.17, 0.22, -0.61, 0.31, 0.26, -0.55, 0.28, 0.25, -0.04, 0.25, 0.11, -0.69, 0.27, 0.39, -0.51, 0.28, 0.28]}

***

Entry 3:
{"formula": "C35H63N4O3P", "method": "the ωB97M-V functional and the def2-TZVPD basis", "energy_ev": -58708.0537, "homo_energy_ha": -0.30166, "lumo_ev": 0.483, "gap_ev": 8.69, "smiles": "CC(=O)OC(=O)CP(CCc1ccccc1)c1cccnc1.CCN(CC)CC.CCN(CC)CC.CCN(CC)CC", "relative_energy_kcal_mol": 0.00, "symbols": ["C", "C", "O", "O", "C", "O", "C", "P", "C", "C", "C", "C", "C", "C", "C", "C", "C", "C", "C", "C", "N", "C", "H", "H", "H", "H", "H", "H", "H", "H", "H", "H", "H", "H", "H", "H", "H", "H", "H", "H", "C", "C", "N", "C", "C", "C", "C", "H", "H", "H", "H", "H", "H", "H", "H", "H", "H", "H", "H", "H", "H", "H", "C", "C", "N", "C", "C", "C", "C", "H", "H", "H", "H", "H", "H", "H", "H", "H", "H", "H", "H", "H", "H", "H", "C", "C", "N", "C", "C", "C", "C", "H", "H", "H", "H", "H", "H", "H", "H", "H", "H", "H", "H", "H", "H", "H"], "coordinates": [[-3.852653, 2.477356, 4.240617], [-4.201367, 3.868616, 3.848532], [-5.249667, 4.212320, 3.435881], [-3.154091, 4.798853, 3.921519], [-3.122274, 5.506134, 5.064272], [-3.766820, 5.186259, 6.017787], [-2.188230, 6.661668, 5.080486], [-0.375464, 6.201435, 5.101396], [0.175172, 6.043082, 3.332781], [-0.844858, 5.677809, 2.242008], [-0.970678, 4.215345, 1.874685], [0.082899, 3.303696, 1.968838], [-0.071106, 1.961051, 1.633923], [-1.299767, 1.485898, 1.177361], [-2.349197, 2.390501, 1.037896], [-2.186707, 3.727179, 1.381546], [-0.346797, 4.530719, 5.831057], [0.426801, 3.497206, 5.317503], [0.416403, 2.267716, 5.953896], [-0.369342, 2.116655, 7.085485], [-1.097307, 3.092420, 7.624089], [-1.070781, 4.265629, 6.995973], [-3.010682, 2.483341, 4.924404], [-4.728773, 2.013985, 4.671428], [-3.582403, 1.923581, 3.343594], [-2.347759, 7.337117, 4.245616], [-2.366040, 7.175471, 6.013801], [0.550165, 7.036553, 3.105144], [1.045283, 5.398287, 3.311822], [-1.839972, 6.043682, 2.468577], [-0.538097, 6.198221, 1.332637], [1.053853, 3.636329, 2.303849], [0.774616, 1.297229, 1.742582], [-1.397833, 0.438272, 0.937979], [-3.301003, 2.034304, 0.671367], [-3.033100, 4.390471, 1.271936], [1.036561, 3.633866, 4.440255], [0.988124, 1.437379, 5.573202], [-0.400088, 1.152692, 7.575123], [-1.654351, 5.061287, 7.437535], [-3.776847, 0.116698, -2.538324], [-2.752742, -1.006234, -2.601961], [-2.594551, -1.710958, -1.343259], [-1.437833, -2.588174, -1.319238], [-1.415691, -3.791427, -2.269074], [-3.813148, -2.250021, -0.765123], [-4.627859, -3.247655, -1.600078], [-3.533457, 0.820056, -1.740416], [-3.781964, 0.662313, -3.482608], [-4.788333, -0.256755, -2.374603], [-1.784427, -0.568294, -2.859623], [-3.018284, -1.679418, -3.432856], [-1.292381, -2.943890, -0.295020], [-0.559925, -1.970497, -1.536982], [-2.065949, -4.596508, -1.929918], [-0.402629, -4.198783, -2.313018], [-1.700570, -3.516964, -3.285581], [-4.464176, -1.410054, -0.509895], [-3.560256, -2.705811, 0.195479], [-4.724649, -2.931153, -2.639347], [-5.635960, -3.331995, -1.189341], [-4.193203, -4.245889, -1.586539], [2.666369, -2.318587, -0.405493], [3.720056, -1.331619, 0.069370], [3.453438, -0.850843, 1.410720], [4.262897, 0.296062, 1.786348], [5.779617, 0.104121, 1.913640], [3.295436, -1.869213, 2.435032], [4.462321, -2.835782, 2.680146], [1.672039, -1.875958, -0.326302], [2.841069, -2.574166, -1.451947], [2.677738, -3.250479, 0.160843], [3.700977, -0.468943, -0.601913], [4.718495, -1.784699, -0.037635], [3.878296, 0.698783, 2.728268], [4.082618, 1.080597, 1.043976], [6.049439, -0.428996, 2.823812], [6.267953, 1.079763, 1.958689], [6.199161, -0.430176, 1.061122], [2.411946, -2.461941, 2.185354], [3.037272, -1.369937, 3.372408], [4.897111, -3.199302, 1.748189], [4.106604, -3.705837, 3.235549], [5.254982, -2.381823, 3.272278], [0.286557, -1.683180, -5.651236], [1.061558, -2.981356, -5.481030], [0.845974, -3.930212, -6.555485], [1.358030, -5.256984, -6.260851], [2.872757, -5.429457, -6.088172], [1.104588, -3.431886, -7.894919], [2.507921, -2.893084, -8.206628], [-0.780571, -1.879133, -5.768305], [0.422598, -1.057117, -4.767840], [0.629204, -1.107596, -6.511899], [0.728726, -3.448406, -4.549851], [2.127590, -2.738585, -5.340630], [1.010347, -5.939734, -7.040835], [0.869914, -5.595321, -5.341095], [3.399031, -5.398692, -7.041091], [3.079623, -6.403742, -5.640544], [3.300976, -4.672191, -5.430886], [0.382679, -2.638223, -8.103133], [0.856652, -4.224224, -8.605297], [2.890315, -2.255574, -7.408381], [2.475464, -2.291524, -9.117229], [3.226396, -3.693005, -8.378174]], "forces_ev_per_angstrom": [[0.4, 0.1, 0.1], [0.0, -0.7, 0.2], [-0.8, 0.5, -0.4], [0.3, 0.3, -0.3], [0.0, 0.2, 0.2], [-0.6, -0.2, 0.6], [0.5, -0.5, -0.3], [0.7, 0.5, 0.4], [-1.0, 0.0, 0.0], [0.4, -0.4, -0.4], [-0.2, -0.6, 0.0], [-0.2, 0.1, -0.1], [-0.3, 0.2, 0.0], [0.5, 0.4, 0.2], [0.3, -0.2, 0.0], [0.2, -0.2, 0.0], [-0.3, -0.2, -0.4], [0.0, -0.1, 0.2], [-0.2, 0.2, 0.0], [0.1, -0.2, 0.0], [0.1, 0.1, -0.2], [0.1, 0.1, 0.1], [0.1, -0.2, 0.1], [-0.1, -0.1, 0.2], [0.1, 0.0, -0.1], [0.0, 0.1, -0.1], [-0.1, 0.3, 0.1], [0.1, 0.2, 0.1], [0.2, -0.1, 0.0], [0.0, 0.1, 0.1], [0.0, 0.1, -0.1], [0.1, 0.0, 0.0], [0.0, -0.1, -0.1], [-0.2, -0.1, -0.1], [-0.1, 0.1, 0.0], [0.0, 0.2, 0.0], [0.0, 0.0, -0.1], [0.1, -0.1, 0.0], [-0.1, 0.0, 0.2], [-0.1, 0.0, 0.2], [0.0, 0.0, 0.0], [-0.1, 0.1, -0.1], [0.1, 0.0, 0.1], [0.2, 0.0, 0.0], [0.1, -0.1, 0.0], [-0.2, 0.0, 0.1], [0.0, -0.1, 0.1], [0.0, 0.0, 0.0], [0.0, 0.0, 0.0], [0.0, 0.0, 0.0], [0.1, -0.1, 0.0], [0.0, 0.0, 0.0], [-0.1, 0.0, 0.0], [-0.1, 0.1, 0.0], [-0.1, 0.0, 0.0], [0.0, 0.0, 0.0], [0.0, 0.0, 0.0], [0.0, 0.0, -0.1], [0.1, 0.0, 0.0], [0.0, 0.0, 0.0], [0.0, 0.0, 0.0], [0.0, 0.0, -0.1], [0.0, 0.0, -0.2], [-0.1, -0.2, -0.1], [0.0, 0.3, 0.2], [0.1, 0.2, 0.0], [0.0, 0.1, 0.1], [-0.1, -0.2, 0.0], [0.0, 0.0, 0.1], [0.0, 0.0, 0.0], [0.0, 0.0, 0.0], [0.0, 0.0, 0.0], [0.1, 0.1, 0.1], [0.0, 0.0, 0.0], [0.0, -0.1, 0.0], [0.0, -0.1, -0.1], [0.0, -0.1, 0.0], [0.0, 0.0, 0.0], [0.0, 0.0, 0.0], [0.0, 0.0, -0.1], [0.1, 0.1, 0.0], [0.0, 0.0, 0.0], [0.0, 0.0, 0.0], [0.1, 0.0, -0.1], [0.0, 0.0, 0.0], [0.1, 0.2, 0.1], [0.0, -0.1, 0.0], [0.0, -0.2, 0.1], [0.0, -0.1, 0.0], [-0.1, 0.2, -0.2], [0.0, 0.0, -0.1], [0.0, 0.0, 0.0], [0.0, 0.0, 0.0], [0.0, 0.0, 0.0], [0.0, -0.1, 0.0], [0.0, 0.0, 0.0], [0.0, 0.1, -0.1], [0.0, 0.1, 0.0], [0.0, 0.1, 0.0], [0.0, 0.0, 0.0], [0.0, 0.0, 0.0], [0.0, 0.0, 0.1], [0.0, -0.1, 0.1], [0.0, 0.0, 0.0], [0.0, 0.0, 0.0], [0.0, 0.0, 0.1]], "mulliken_charge": [-0.49, 0.57, -0.54, -0.19, 0.42, -0.55, -0.80, -0.29, -1.10, -0.60, 0.60, -0.44, -0.70, -0.69, -0.94, -0.91, 0.81, -0.29, -0.53, -0.40, -0.61, -0.53, 0.07, 0.35, 0.13, 0.51, 0.51, 0.45, 0.54, 0.35, 0.52, 0.62, 0.71, 0.62, 0.68, 0.41, 0.36, 0.51, 0.36, 0.48, -1.28, -0.29, 0.58, -0.48, -1.36, -0.79, -1.10, 0.09, 0.46, 0.32, 0.31, 0.25, 0.33, 0.28, 0.29, 0.47, 0.26, 0.36, 0.41, 0.24, 0.40, 0.28, -1.39, -0.50, 0.51, -0.66, -1.22, -0.67, -1.10, 0.26, 0.48, 0.29, 0.46, 0.27, 0.27, 0.46, 0.27, 0.41, 0.27, 0.43, 0.25, 0.25, 0.38, 0.28, -1.52, -0.03, 0.10, -0.66, -0.98, -0.70, -0.97, 0.31, 0.41, 0.41, 0.18, 0.20, 0.38, 0.35, 0.24, 0.40, 0.26, 0.38, 0.37, 0.25, 0.37, 0.28]}

***

Entry 4:
{"formula": "C2H4ClNO2", "method": "the ωB97M-V functional and the def2-TZVPD basis", "energy_ev": -20240.6115, "homo_energy_ha": [-0.36698, -0.29809], "lumo_ev": [-0.371, -1.840], "gap_ev": [9.62, 6.27], "relative_energy_kcal_mol": 129.39, "symbols": ["C", "C", "N", "O", "O", "Cl", "H", "H", "H", "H"], "coordinates": [[1.345728, -0.121314, 0.777198], [0.544480, -0.614958, -0.395420], [-1.851456, 0.775674, -0.695156], [-2.060244, 1.980348, -0.913171], [-2.647080, -0.113217, -0.399929], [-0.690573, -1.720148, -0.151430], [2.372622, -0.545640, 0.796070], [0.665382, -0.212109, 1.664756], [1.627002, 0.920748, 0.721802], [0.694140, -0.349383, -1.404717]], "forces_ev_per_angstrom": [[-0.7, 0.0, -0.1], [-0.7, 0.5, 1.2], [-1.4, 1.2, 0.2], [0.3, -3.0, 0.5], [1.0, 2.5, -0.7], [1.0, -1.0, 0.1], [-0.8, -0.6, 0.5], [1.3, -0.3, -0.4], [-0.5, 0.6, -0.5], [0.4, 0.2, -0.9]], "mulliken_charge": [-0.78, -0.19, 0.59, -0.47, -0.37, -0.07, 0.27, 0.29, 0.28, 0.44]}